Entry 1:
A cluster of 2 separate species, C2H2FN2O2 in total in a non-equilibrium geometry. Source: the Open Molecules 2025 dataset; level of theory: ωB97M-V/def2-TZVPD.

Properties
Total charge   +1
2S+1   1
ΔE to the lowest compared entry with this formula, charge and spin   11.1 kcal per mole
Frontier orbital gap (alpha / beta)   6.91 / 6.91 eV
Maximum force   3.43 eV Å⁻¹

Cartesian coordinates (Å):
C1 1.195 1.677 0.084
C2 0.985 2.731 0.793
N1 -0.849 -0.711 0.090
N2 -0.623 0.355 0.723
O1 0.888 3.527 1.623
O2 -0.001 -1.462 -0.293
F1 -1.753 1.017 0.999
H1 1.076 1.116 -0.822
H2 -1.794 -0.919 -0.027

Now the Mulliken charges, all in e:
1 C -0.283
2 C 0.816
3 N 0.508
4 N -0.034
5 O -0.100
6 O -0.415
7 F -0.138
8 H 0.373
9 H 0.273

***

Entry 2:
A cluster of 2 separate species, C2H5O2S2 in total in a non-equilibrium geometry. Source: the Open Molecules 2025 dataset; level of theory: ωB97M-V/def2-TZVPD.

Properties
Total charge   -1
2S+1   1
ΔE to the lowest compared entry with this formula, charge and spin   42.8 kcal per mole
Frontier orbital gap   7.15 eV
Maximum force   4.54 eV Å⁻¹

Cartesian coordinates (Å):
C1 -0.135 -1.236 1.167
S1 1.675 -1.241 1.088
S2 2.202 0.494 0.315
H1 -0.778 -2.166 1.158
H2 -0.666 -0.395 1.754
H3 -0.489 -0.828 0.142
H4 1.150 0.643 -0.469
O1 -1.842 1.753 -1.143
C2 -2.706 1.058 -1.752
O2 -3.360 0.073 -1.187
H5 -2.582 1.168 -2.877

Now the Mulliken charges, all in e:
1 C -0.720
2 S -0.075
3 S -0.199
4 H 0.287
5 H 0.322
6 H 0.173
7 H 0.191
8 O -0.631
9 C 0.082
10 O -0.694
11 H 0.264

***

Entry 3:
The molecule C2H4ClN in a non-equilibrium geometry. Source: the Open Molecules 2025 dataset; level of theory: ωB97M-V/def2-TZVPD.

Properties
<S²>   2.006
2S+1   3
ΔE to the lowest compared entry with this formula, charge and spin   34.5 kcal per mole
Frontier orbital gap (alpha / beta)   6.53 / 6.68 eV
Maximum force   4.18 eV Å⁻¹

Cartesian coordinates (Å):
C1 0.213 0.419 0.068
C2 -0.572 -0.778 -0.016
N1 0.009 1.604 0.372
Cl1 2.048 -0.278 -0.488
H1 -0.892 -1.112 0.903
H2 -0.063 -1.609 -0.586
H3 -1.517 -0.616 -0.536
H4 0.774 2.370 0.283

Now the Mulliken charges, all in e:
1 C 0.397
2 C -0.964
3 N -0.350
4 Cl -0.240
5 H 0.307
6 H 0.307
7 H 0.299
8 H 0.243

***

Entry 4:
The ion C2H3O2Se with charge -1 in a non-equilibrium geometry. Source: the Open Molecules 2025 dataset; level of theory: ωB97M-V/def2-TZVPD.

Properties
Total charge   -1
2S+1   1
ΔE to the lowest compared entry with this formula, charge and spin   10.1 kcal per mole
Frontier orbital gap   6.85 eV
Maximum force   3.86 eV Å⁻¹

Cartesian coordinates (Å):
C1 0.745 0.143 0.346
C2 -0.350 -0.680 -0.174
O1 0.635 1.639 0.020
O2 1.748 -0.202 0.909
Se1 -2.190 -0.191 0.471
H1 -0.024 -1.710 0.205
H2 -0.369 -0.796 -1.223
H3 -0.196 1.797 -0.555

Now the Mulliken charges, all in e:
1 C 0.693
2 C -0.897
3 O -0.535
4 O -0.540
5 Se -0.596
6 H 0.247
7 H 0.324
8 H 0.305

***

Entry 5:
A cluster of 6 separate species, C6H18N6O12 in total in a non-equilibrium geometry. Source: the Open Molecules 2025 dataset; level of theory: ωB97M-V/def2-TZVPD.

Properties
Structure (SMILES)   C[N+](=O)[O-].C[N+](=O)[O-].C[N+](=O)[O-].C[N+](=O)[O-].C[N+](=O)[O-].C[N+](=O)[O-]
2S+1   1
ΔE to the lowest compared entry with this formula, charge and spin   31.0 kcal per mole
Frontier orbital gap   11.13 eV
Maximum force   2.14 eV Å⁻¹

Cartesian coordinates (Å):
C1 5.225 -5.309 0.230
N1 3.791 -5.756 0.103
O1 3.014 -5.142 0.810
O2 3.523 -6.513 -0.782
H1 5.167 -4.221 0.257
H2 5.722 -5.656 -0.676
H3 5.689 -5.756 1.109
C2 -6.613 -2.055 -4.472
N2 -6.054 -1.619 -3.139
O3 -4.989 -1.002 -3.129
O4 -6.697 -1.831 -2.130
H4 -7.480 -1.423 -4.668
H5 -6.863 -3.111 -4.568
H6 -5.890 -1.785 -5.242
C3 3.265 -0.268 6.433
N3 2.084 -1.085 6.902
O5 2.329 -2.141 7.415
O6 0.995 -0.679 6.580
H7 3.536 -0.706 5.472
H8 4.084 -0.471 7.122
H9 2.846 0.727 6.581
C4 1.045 -0.109 -0.520
N4 1.864 1.013 0.057
O7 1.761 1.306 1.205
O8 2.538 1.663 -0.718
H10 1.575 -0.811 -1.163
H11 0.274 0.339 -1.147
H12 0.487 -0.626 0.261
C5 -2.111 4.909 3.256
N5 -1.647 6.268 2.817
O9 -0.570 6.657 3.198
O10 -2.452 6.911 2.188
H13 -3.019 4.905 3.860
H14 -1.349 4.447 3.883
H15 -2.266 4.289 2.373
C6 -0.729 2.580 -5.419
N6 0.007 1.402 -5.985
O11 -0.153 1.144 -7.155
O12 0.824 0.876 -5.293
H16 -1.799 2.371 -5.400
H17 -0.543 3.412 -6.098
H18 -0.427 2.854 -4.409

Now the Mulliken charges, all in e:
1 C -0.700
2 N 0.870
3 O -0.518
4 O -0.512
5 H 0.280
6 H 0.315
7 H 0.264
8 C -0.680
9 N 0.800
10 O -0.491
11 O -0.494
12 H 0.280
13 H 0.274
14 H 0.312
15 C -0.607
16 N 0.844
17 O -0.525
18 O -0.522
19 H 0.255
20 H 0.272
21 H 0.282
22 C -0.681
23 N 0.866
24 O -0.525
25 O -0.524
26 H 0.271
27 H 0.266
28 H 0.327
29 C -0.684
30 N 0.845
31 O -0.509
32 O -0.510
33 H 0.283
34 H 0.308
35 H 0.267
36 C -0.700
37 N 0.869
38 O -0.527
39 O -0.509
40 H 0.278
41 H 0.291
42 H 0.299